1.
Molecular formula: C37H51AsN4RuSe
Method: DFT, the ωB97M-V functional and the def2-TZVPD basis

Element x y z (Å)
1 Ru 0.803 1.046 -0.759
2 N 0.676 -1.230 -1.680
3 C 0.720 -2.324 -0.689
4 C 1.251 -1.807 0.627
5 N 0.435 -0.659 1.014
6 C 0.647 -0.138 2.364
7 C 1.333 1.222 2.296
8 N 0.565 2.098 1.399
9 H -0.102 -1.339 -2.319
10 H 1.527 -1.217 -2.231
11 H 1.331 -3.161 -1.029
12 H -0.292 -2.702 -0.534
13 H 2.285 -1.480 0.511
14 H 1.223 -2.607 1.373
15 H -0.540 -0.907 0.890
16 H 1.264 -0.808 2.965
17 H -0.318 -0.036 2.863
18 H 2.336 1.115 1.878
19 H 1.418 1.622 3.309
20 H 0.952 3.035 1.405
21 H -0.395 2.172 1.724
22 C -7.128 2.363 -3.163
23 C -5.675 2.148 -2.836
24 C -5.210 2.212 -1.528
25 C -3.863 2.069 -1.225
26 C -3.397 2.153 0.201
27 C -2.960 1.860 -2.273
28 Se -1.070 1.882 -1.940
29 C -3.396 1.737 -3.595
30 C -2.469 1.474 -4.754
31 C -4.756 1.889 -3.846
32 H -7.720 2.508 -2.261
33 H -7.535 1.513 -3.713
34 H -7.245 3.246 -3.794
35 H -5.916 2.383 -0.722
36 H -4.240 2.271 0.880
37 H -2.723 3.005 0.331
38 H -2.848 1.250 0.481
39 H -1.561 0.964 -4.439
40 H -2.170 2.414 -5.223
41 H -2.971 0.865 -5.505
42 H -5.106 1.810 -4.870
43 C 8.094 3.807 2.227
44 C 6.972 3.136 1.484
45 C 5.714 3.703 1.397
46 C 4.668 3.103 0.695
47 C 3.348 3.840 0.739
48 C 4.902 1.897 0.028
49 As 3.605 0.884 -1.073
50 N 2.355 2.092 -1.633
51 C 2.145 2.677 -2.901
52 C 2.320 4.049 -3.068
53 C 2.111 4.645 -4.303
54 C 1.706 3.887 -5.392
55 C 1.514 2.521 -5.235
56 C 1.733 1.925 -4.007
57 C 4.507 0.650 -2.803
58 C 5.095 1.733 -3.472
59 C 5.427 3.051 -2.819
60 C 5.465 1.573 -4.803
61 C 5.288 0.378 -5.486
62 C 5.693 0.228 -6.927
63 C 4.750 -0.694 -4.788
64 C 4.369 -0.582 -3.457
65 C 3.895 -1.845 -2.769
66 C 6.161 1.270 0.163
67 C 6.458 -0.084 -0.443
68 C 7.167 1.902 0.873
69 H 7.773 4.750 2.666
70 H 8.929 4.005 1.553
71 H 8.466 3.162 3.025
72 H 5.521 4.649 1.892
73 H 3.475 4.862 0.378
74 H 3.014 3.908 1.780
75 H 2.584 3.362 0.138
76 H 2.619 4.646 -2.215
77 H 2.270 5.711 -4.414
78 H 1.537 4.361 -6.350
79 H 1.195 1.920 -6.078
80 H 1.594 0.858 -3.876
81 H 4.730 3.321 -2.033
82 H 5.432 3.846 -3.564
83 H 6.424 3.002 -2.373
84 H 5.907 2.420 -5.317
85 H 6.134 1.146 -7.310
86 H 4.828 -0.023 -7.543
87 H 6.419 -0.579 -7.037
88 H 4.628 -1.648 -5.294
89 H 4.734 -2.532 -2.647
90 H 3.149 -2.365 -3.376
91 H 3.497 -1.649 -1.773
92 H 5.692 -0.813 -0.160
93 H 7.424 -0.448 -0.100
94 H 6.478 -0.034 -1.531
95 H 8.135 1.418 0.956

Kohn-Sham gap (alpha / beta) in Eh: 0.215 / 0.248
⟨S²⟩: 1.19
Spin multiplicity: 2
E_HOMO (alpha / beta) in eV: -9.733 / -9.645
Charge: +1
ΔE to the lowest compared entry with this formula, charge and spin in kJ/mol: 361.7

Okay, here come the Löwdin numbers, in e, for every atom:
1. Ru 0.77
2. N -0.02
3. C -0.22
4. C -0.24
5. N -0.14
6. C -0.20
7. C -0.24
8. N -0.02
9. H 0.09
10. H 0.03
11. H 0.12
12. H 0.12
13. H 0.09
14. H 0.13
15. H 0.11
16. H 0.13
17. H 0.13
18. H 0.09
19. H 0.12
20. H 0.07
21. H 0.09
22. C -0.04
23. C -0.26
24. C -0.01
25. C -0.31
26. C -0.09
27. C -0.50
28. Se 0.79
29. C -0.30
30. C -0.08
31. C -0.01
32. H 0.08
33. H 0.08
34. H 0.09
35. H 0.12
36. H 0.08
37. H 0.07
38. H 0.06
39. H 0.02
40. H 0.09
41. H 0.08
42. H 0.13
43. C -0.04
44. C -0.26
45. C -0.01
46. C -0.27
47. C -0.07
48. C -0.29
49. As 1.30
50. N -0.39
51. C -0.43
52. C -0.05
53. C -0.07
54. C -0.08
55. C -0.08
56. C -0.10
57. C -0.30
58. C -0.26
59. C -0.03
60. C 0.00
61. C -0.25
62. C -0.04
63. C -0.01
64. C -0.29
65. C -0.08
66. C -0.29
67. C -0.06
68. C -0.01
69. H 0.08
70. H 0.09
71. H 0.09
72. H 0.12
73. H 0.09
74. H 0.08
75. H 0.01
76. H 0.11
77. H 0.11
78. H 0.10
79. H 0.11
80. H 0.09
81. H 0.04
82. H 0.09
83. H 0.10
84. H 0.12
85. H 0.08
86. H 0.09
87. H 0.09
88. H 0.13
89. H 0.10
90. H 0.09
91. H 0.01
92. H 0.07
93. H 0.08
94. H 0.07
95. H 0.12

***

2.
Molecular formula: C4H2OS2
Method: DFT, the ωB97M-V functional and the def2-TZVPD basis

Element x y z (Å)
1 C 0.857 -0.655 -0.224
2 C 0.931 0.773 -0.081
3 C -0.335 -1.252 -0.105
4 C -1.376 0.746 0.313
5 O -0.254 1.392 0.147
6 S -0.745 -2.876 0.152
7 S -2.838 1.463 -0.013
8 H 1.895 -1.036 -0.247
9 H 1.864 1.445 0.058

Kohn-Sham gap (alpha / beta) in Eh: 0.130 / 0.130
E_HOMO (alpha / beta) in eV: 2.388 / 2.390
Charge: -2
ΔE to the lowest compared entry with this formula, charge and spin in kJ/mol: 245.4

Okay, here come the natural (NBO) numbers, in e, for every atom:
1. C -0.46
2. C -0.11
3. C -0.24
4. C 0.05
5. O -0.50
6. S -0.56
7. S -0.50
8. H 0.17
9. H 0.14

***

3.
Molecular formula: C5H15N2
Method: DFT, the ωB97M-V functional and the def2-TZVPD basis

Element x y z (Å)
1 N -1.297 -0.528 -2.032
2 C -1.541 0.204 -0.836
3 C -2.688 -0.432 0.038
4 C -0.271 0.560 0.009
5 N 0.950 -0.295 -0.235
6 C 2.221 0.289 0.325
7 C 2.300 0.184 1.840
8 H -1.614 -0.179 -2.942
9 H 0.876 -1.266 0.076
10 H -1.188 -1.548 -2.008
11 H -1.945 1.165 -1.164
12 H -2.348 -0.586 1.043
13 H -3.111 -1.376 -0.310
14 H -3.500 0.290 0.078
15 H 0.094 1.550 -0.219
16 H -0.461 0.599 1.080
17 H 1.084 -0.297 -1.249
18 H 3.067 -0.201 -0.151
19 H 2.277 1.333 0.025
20 H 2.487 -0.850 2.136
21 H 1.442 0.617 2.338
22 H 3.165 0.770 2.159

Kohn-Sham gap (alpha / beta) in Eh: 0.469 / 0.272
⟨S²⟩: 0.75
Spin multiplicity: 2
E_HOMO (alpha / beta) in eV: -20.347 / -20.351
Charge: +2
ΔE to the lowest compared entry with this formula, charge and spin in kJ/mol: 145.8

Okay, here come the natural (NBO) numbers, in e, for every atom:
1. N -0.27
2. C -0.14
3. C -0.59
4. C -0.21
5. N -0.50
6. C -0.23
7. C -0.65
8. H 0.45
9. H 0.45
10. H 0.43
11. H 0.28
12. H 0.25
13. H 0.26
14. H 0.29
15. H 0.26
16. H 0.27
17. H 0.43
18. H 0.26
19. H 0.23
20. H 0.24
21. H 0.22
22. H 0.28

***

Number 1: molecular weight 806.80 g mol⁻¹. Number 2: molecular weight 130.19 g mol⁻¹. Number 3: molecular weight 103.19 g mol⁻¹.